A 2-piece molecular cluster, C11H11N overall in a non-equilibrium geometry, computed with ωB97M-V with the def2-TZVPD basis set.

Last column: Löwdin charge in e.
Element x y z (Å)
1 C 0.26 1.20 -1.44  -0.0841
2 C -1.08 1.29 -1.88  -0.0763
3 C -2.04 1.72 -0.98  -0.0527
4 C -1.56 1.81 0.37  -0.0712
5 C -0.26 1.51 0.76  -0.1553
6 C 0.68 1.23 -0.13  -0.1433
7 C 1.93 -1.48 1.01  -0.1769
8 C 1.71 -1.78 -0.29  -0.0894
9 C 0.36 -1.90 -0.71  -0.1011
10 C -0.65 -1.49 0.11  -0.1086
11 C -0.27 -1.11 1.40  -0.2044
12 H 1.02 1.14 -2.19  0.1043
13 H -1.33 1.17 -2.83  0.0506
14 H -3.03 1.93 -1.31  0.0941
15 H -2.32 2.04 1.05  0.0786
16 H -0.11 1.81 1.79  0.1200
17 H 1.73 1.38 0.21  0.1390
18 H 2.95 -1.35 1.48  0.1198
19 H 2.51 -2.03 -0.98  0.1037
20 H 0.08 -2.02 -1.81  0.1338
21 H -1.69 -1.23 -0.25  0.1316
22 H -1.05 -0.82 2.16  0.1276
23 N 0.96 -1.15 1.91  0.0600

Computed properties:
SMILES string	c1ccccc1.c1ccncc1
max |F|	4.99	eV/A

***

A 2-piece molecular cluster, C11H11N overall in a non-equilibrium geometry, computed with ωB97M-V with the def2-TZVPD basis set.

Last column: Löwdin charge in e.
Element x y z (Å)
1 C -1.11 -0.34 1.34  -0.1072
2 C -1.59 -1.36 0.46  -0.1405
3 C -2.37 -1.07 -0.66  -0.0202
4 C -2.70 0.37 -0.85  -0.0605
5 C -2.19 1.41 -0.15  -0.0866
6 C -1.33 0.98 0.88  -0.1791
7 C 2.58 -1.10 0.04  -0.1176
8 C 1.11 -1.18 -0.25  -0.0353
9 C 0.53 0.02 -0.32  -0.1834
10 C 1.28 1.20 -0.12  -0.0634
11 C 2.62 1.11 -0.23  -0.2062
12 H -0.30 -0.52 1.94  0.0913
13 H -1.56 -2.37 0.72  0.0882
14 H -2.59 -1.89 -1.32  0.1016
15 H -3.36 0.50 -1.67  0.0840
16 H -2.45 2.51 -0.09  0.1399
17 H -0.53 1.60 1.54  0.1446
18 H 3.22 -1.94 0.30  0.0996
19 H 0.63 -2.17 -0.28  0.1081
20 H -0.61 0.00 -0.35  0.0450
21 H 0.71 2.25 0.31  0.1621
22 H 3.24 1.97 -0.44  0.1030
23 N 3.22 -0.02 -0.21  0.0327

Computed properties:
SMILES string	c1ccccc1.c1ccncc1
max |F|	5.44	eV/A

***

A 2-piece molecular cluster, C11H11N overall in a non-equilibrium geometry, computed with ωB97M-V with the def2-TZVPD basis set.

Last column: Löwdin charge in e.
Element x y z (Å)
1 C 0.55 1.02 -0.66  -0.1120
2 C 1.80 1.08 -1.28  -0.0396
3 C 2.02 0.53 -2.58  -0.0402
4 C 0.88 0.21 -3.35  -0.0920
5 C -0.27 0.48 -2.76  -0.1925
6 C -0.41 -1.12 0.71  -0.1324
7 C -1.20 0.00 0.71  -0.1431
8 C -1.69 0.59 1.94  -0.0491
9 C -1.37 -0.09 3.14  -0.1071
10 C -0.57 -1.21 3.09  -0.1064
11 C -0.02 -1.72 1.87  -0.0591
12 H 0.37 1.13 0.32  0.0650
13 H 2.76 1.12 -0.70  0.1146
14 H 3.06 0.51 -2.92  0.1046
15 H 0.73 -0.40 -4.20  0.0972
16 H -1.06 0.38 -3.54  0.1284
17 H -0.21 -1.48 -0.21  0.0759
18 H -1.35 0.54 -0.26  0.0610
19 H -2.12 1.61 2.10  0.1093
20 H -1.68 0.21 4.16  0.1044
21 H -0.20 -1.61 3.98  0.0735
22 H 0.46 -2.70 1.98  0.1040
23 N -0.50 0.93 -1.55  0.0356

Computed properties:
SMILES string	c1ccccc1.c1ccncc1
max |F|	7.35	eV/A

***

One value per record, in order, for energy relative to the best compared isomer or geometry (same formula, charge and spin): 2.209 6.004 3.743 eV.